# 1
A structure of composition C26H36BBr36Cl2FNO5P. Source: the OMol25 dataset; level of theory: ωB97M-V with the def2-TZVPD basis set.

Calculated values
**LUMO**: -0.37 eV
**Frontier orbital gap**: 9.099 eV
**Net charge**: 0

Geometry (Å):
Br -2.334 -3.315 2.427
H 9.958 12.226 -1.239
C -0.415 -5.617 -0.529
C -0.468 -4.644 -1.692
C 1.867 1.073 6.104
Br -6.037 2.063 -2.314
Br 5.683 8.445 -3.165
Br -4.746 -7.399 0.112
Br -1.457 -4.088 -6.360
H 1.007 -1.330 -3.250
C 1.263 -1.552 0.745
H 3.197 -0.694 2.621
Cl 3.807 -3.567 -3.151
Br -3.967 -4.545 -4.427
H 2.376 -3.683 -0.691
C 2.491 -1.106 -0.052
C 3.889 0.909 1.290
Br 1.693 2.974 5.905
O -1.032 0.127 -2.456
Br -4.837 -4.310 -0.736
Br 1.204 0.153 4.556
H -1.513 1.149 -0.166
Br 7.389 2.692 0.307
H -0.225 -2.703 0.083
H -2.709 1.161 9.395
Br -9.169 2.626 0.390
Br -9.658 5.669 -0.359
Br -3.339 3.725 -2.129
H 7.626 4.732 1.674
H -8.562 4.677 1.615
Br 8.228 10.539 -1.760
C 6.776 4.103 1.460
C 4.903 8.777 -1.437
C -3.267 -4.729 -6.210
C -5.160 3.583 -1.538
C -0.273 -0.791 -1.659
Br 5.454 5.194 0.587
C 1.117 -0.862 -2.271
P 3.834 -1.644 -2.385
C -9.450 4.399 1.069
H -2.724 -1.283 -0.785
C -2.966 -0.243 -1.019
H 3.016 -2.358 5.839
H 4.932 -0.567 2.499
Br 3.483 7.534 -1.074
C -2.244 -4.815 3.627
Br 4.299 10.589 -1.252
Br -2.221 3.333 8.322
H 0.467 -3.200 -2.925
C 3.650 -3.211 5.633
H 3.108 -1.496 -4.460
H 1.486 -4.556 -2.551
H 4.879 1.178 0.920
F 3.564 -1.897 0.436
H -6.540 -5.735 0.339
Br 5.464 -2.612 5.801
Br -6.724 -3.636 -7.384
N 0.780 -2.713 0.173
H -1.441 -4.615 4.319
Br -0.257 0.988 9.164
H 3.429 1.866 1.565
O 3.366 -0.898 -3.753
H -1.246 -6.314 -0.622
Br 8.959 11.928 1.000
Br 6.132 3.427 3.140
O 2.711 1.335 -0.887
C 2.141 -1.673 -1.465
Br -3.430 -6.533 -6.842
B 3.001 0.424 0.109
H -0.497 -5.119 0.430
H -0.753 -1.770 -1.708
H 1.789 1.397 -1.134
Br -1.818 -6.455 2.724
C 4.011 0.019 2.534
Br -3.860 -4.977 4.654
Br 7.976 13.685 -1.458
H -6.851 -1.167 -7.452
Br -5.275 3.566 0.384
H -0.255 -0.441 -0.628
H -5.679 4.466 -1.879
H -2.252 0.092 1.013
Cl 1.055 -6.615 -0.523
Br -10.924 4.467 2.298
Br -6.868 -6.365 -2.023
H 5.673 8.606 -0.698
O -3.071 0.314 -3.382
Br 3.245 -4.557 6.948
H -3.181 1.435 0.342
C 0.785 -3.851 -2.112
Br -2.533 0.445 7.033
O 0.743 -0.940 1.692
H 1.471 0.142 -2.468
H 1.261 0.787 6.950
Br -6.586 -1.646 -9.860
C -6.237 -1.875 -7.987
C -2.038 1.443 8.598
H -1.300 -3.957 -1.508
C -2.392 0.065 -2.379
H -0.751 -5.219 -2.572
H -4.045 -0.189 -1.124
H 4.075 0.621 3.440
Br -4.406 -1.489 -7.553
H -3.872 -4.107 -6.852
C -2.450 0.669 0.109
C -5.843 -5.930 -0.461
C 8.935 12.112 -0.913
Br 3.683 0.553 6.484
C 1.563 -3.051 -1.048
Br 3.252 -3.823 3.858

***

# 2
A structure of composition C8H12B2CoF5N4O4. Source: the OMol25 dataset; level of theory: ωB97M-V with the def2-TZVPD basis set.

Calculated values
**<S²>**: 6.019
**LUMO (spin up / spin down)**: -10.32 / -11.10 eV
**Frontier orbital gap (spin up / spin down)**: 7.517 / 7.085 eV
**Net charge**: +2
**2S+1**: 5

Geometry (Å):
N 0.276 -0.215 -1.889
C -0.326 1.952 4.101
C -0.122 -2.451 -1.434
H 1.294 4.480 1.235
H -1.278 1.541 4.338
O 0.116 2.914 -0.487
O -0.580 -2.989 0.676
H 0.749 -0.929 -4.384
F -0.305 2.827 -3.551
H -0.882 -1.563 -4.233
H -0.309 3.072 4.367
H 0.540 4.304 2.996
H -0.458 4.649 1.673
N -0.132 -1.996 -0.206
N 0.174 2.096 0.378
F 1.362 -2.417 1.837
C 0.169 -1.378 -2.434
B 0.300 -3.181 1.702
F 0.281 -4.353 2.357
F -1.792 1.537 -2.391
H 0.396 -2.715 -4.013
C -0.420 -3.830 -1.949
B -0.621 1.787 -2.838
H -1.333 -3.821 -2.521
H 0.433 -4.077 -2.610
C 0.162 -1.651 -3.860
C -0.074 1.698 2.652
H -0.431 -4.664 -1.292
H 0.455 1.437 4.755
F 2.094 0.295 0.594
C 0.436 4.056 1.888
C 0.204 2.560 1.681
N -0.403 0.398 2.187
Co 0.265 0.049 0.277
O 0.468 0.919 -2.657
O -0.710 -0.339 3.053

***

# 3
The ion C5H13N2O with charge -1. Source: the OMol25 dataset; level of theory: ωB97M-V with the def2-TZVPD basis set.

Calculated values
**LUMO**: 4.23 eV
**Frontier orbital gap**: 7.031 eV
**Net charge**: -1
**SMILES**: NCCNCCC[O-]

Geometry (Å):
C 0.993 1.683 1.323
O 1.483 1.388 0.076
H 0.028 0.668 -0.634
H -1.094 2.372 1.031
H -2.333 0.241 1.224
C -0.838 -1.234 -0.939
C -1.259 0.251 0.957
C -0.601 1.521 1.538
H -0.717 1.686 2.627
H 2.003 -0.492 -1.301
H 1.522 1.065 2.060
H -0.691 -1.984 -0.159
H -1.724 -1.640 -1.519
N 1.655 -1.441 -1.444
H 1.596 -1.711 -0.470
H 1.193 2.806 1.469
H 0.108 -0.752 -2.747
C 0.317 -1.486 -1.970
H -0.808 -0.512 1.627
N -0.919 0.103 -0.418
H 0.085 -2.533 -2.333

***

# 4
A structure of composition C24H63BaO19P4. Source: the OMol25 dataset; level of theory: ωB97M-V with the def2-TZVPD basis set.

Calculated values
**LUMO**: 1.94 eV
**Frontier orbital gap**: 4.767 eV
**Net charge**: -1

Geometry (Å):
Ba 5.906 -21.517 -7.141
H 1.116 -23.700 -8.311
O 5.843 -19.546 -9.136
C -0.236 -22.395 -9.241
O 3.236 -24.752 -9.349
H 8.383 -21.504 -13.753
O 7.996 -17.658 -4.898
H 5.512 -16.085 -6.488
H 3.645 -16.180 -8.001
C 8.158 -20.557 -13.253
H 11.702 -20.048 -5.415
C 2.939 -20.026 -12.472
C 4.500 -26.870 -9.108
O 8.847 -21.939 -11.428
H 7.190 -17.561 -13.493
O 10.459 -21.580 -9.645
H 5.118 -22.387 -13.301
C 6.532 -16.416 -6.288
H 1.659 -16.367 -9.612
O 3.695 -23.428 -11.482
C 4.376 -25.423 -8.680
H 10.300 -21.022 -5.737
O 2.020 -22.621 -9.835
H 5.416 -18.019 -13.445
H 7.640 -24.488 -9.227
O 7.187 -23.410 -6.045
O 4.315 -19.948 -5.747
C 6.253 -16.705 -11.869
H 3.070 -23.599 -6.643
C 8.391 -25.898 -10.735
H 5.930 -17.976 -4.915
C 10.685 -19.997 -5.807
P 9.107 -22.304 -9.914
O 9.855 -19.232 -4.957
O 7.942 -19.751 -3.422
H 5.246 -27.312 -8.448
C 2.710 -16.484 -9.883
H 4.856 -26.848 -10.144
C 10.626 -19.478 -7.224
H 9.077 -25.293 -8.749
H 7.165 -15.526 -6.363
H 11.108 -21.147 -12.248
H 3.820 -19.171 -6.022
H 3.599 -27.479 -9.138
H 1.976 -19.799 -12.022
C 6.652 -17.156 -4.942
P 3.483 -23.262 -9.893
H 9.705 -19.699 -7.761
H 4.685 -25.161 -12.161
H 4.894 -23.917 -14.128
H 2.853 -21.020 -12.921
H 7.089 -16.007 -11.908
O 3.895 -23.230 -6.309
P 8.253 -19.250 -4.917
H 8.096 -25.379 -11.653
H 11.854 -22.881 -10.701
O 4.513 -22.503 -9.191
C 4.884 -24.116 -11.914
H -0.252 -21.373 -9.615
O 4.985 -17.117 -9.105
H 6.056 -22.370 -2.795
H 12.554 -21.644 -9.697
C 5.297 -23.456 -13.224
C 11.856 -20.934 -11.487
H 3.016 -15.457 -10.109
H 6.886 -21.328 -11.641
C 11.685 -21.876 -10.315
H 3.228 -17.902 -8.253
H 8.017 -20.046 -11.214
H 5.939 -16.432 -14.005
C 6.999 -21.886 -3.059
P 5.499 -18.398 -10.006
H 2.794 -17.028 -10.819
H 5.100 -20.259 -11.948
H 7.288 -20.134 -13.753
C 6.164 -17.241 -13.309
H 7.806 -22.140 -2.373
C 6.679 -20.363 -3.079
H 3.042 -19.446 -13.396
H 10.870 -18.422 -7.328
O 7.665 -19.999 -5.998
H 6.425 -20.036 -2.071
H 4.047 -25.283 -7.649
H 3.835 -20.694 -10.741
H 6.362 -23.704 -13.320
O 8.029 -22.052 -8.934
O 9.547 -23.845 -10.004
H 5.288 -24.850 -8.836
H -0.516 -23.152 -9.980
H 5.357 -16.175 -11.549
H 11.873 -19.881 -11.211
H 5.859 -20.237 -3.792
H 6.464 -16.437 -4.145
C 4.126 -20.009 -11.534
H 7.542 -26.536 -10.491
C 1.171 -22.682 -8.697
O 6.596 -17.759 -10.966
H 6.883 -17.010 -7.132
H 7.308 -22.141 -4.074
H 9.299 -26.442 -10.987
H 9.015 -19.892 -13.345
H 7.958 -23.463 -6.624
C 7.894 -20.952 -11.815
H -1.053 -22.587 -8.541
H 11.363 -20.103 -7.745
C 8.586 -24.861 -9.621
H 1.386 -21.952 -7.920
C 3.614 -16.997 -8.721
H 5.647 -24.018 -11.141
H 12.812 -21.163 -11.970
O 4.297 -18.662 -11.002

***

# 5
A cluster of 4 separate species, C3H12NO2S in total. Source: the OMol25 dataset; level of theory: ωB97M-V with the def2-TZVPD basis set.

Calculated values
**LUMO**: -0.52 eV
**Frontier orbital gap**: 3.517 eV
**Net charge**: -1

Geometry (Å):
H -2.472 2.668 -0.609
H 1.131 -3.759 -1.384
S 0.541 0.084 2.674
O 2.509 -1.973 0.826
H -0.296 2.160 1.717
H 0.138 -1.185 0.187
O 0.984 -2.849 -1.043
C 0.087 0.933 0.001
C -0.340 1.067 1.436
H 0.208 -0.684 -1.506
H -0.718 1.610 -0.563
H -1.290 -0.562 -0.613
C -0.203 -0.434 -0.538
H 1.924 -2.351 0.101
H -2.012 2.366 -2.140
H 1.128 1.282 -0.116
H 1.912 -1.396 1.390
N -1.867 2.227 -1.213
H -1.365 0.795 1.392

***

# 6
The molecule C4H6O2. Source: the OMol25 dataset; level of theory: ωB97M-V with the def2-TZVPD basis set.

Calculated values
**LUMO**: 0.82 eV
**Frontier orbital gap**: 10.700 eV
**Net charge**: 0
**SMILES**: O=C[C@@H]1C[C@@H]1O

Geometry (Å):
H -1.550 -1.095 -0.473
H 0.425 -0.648 -2.006
H -2.048 1.278 -0.252
C 0.286 -0.026 -1.128
H 1.051 -0.119 2.325
O 1.739 1.252 1.018
O -1.520 0.808 0.406
C -0.893 -0.257 -0.237
H 0.635 1.000 -1.214
C 0.485 -0.625 0.238
C 1.141 0.234 1.275
H 0.686 -1.689 0.344

***

# 7
A cluster of 6 separate species, C27H47N6O6 in total. Source: the OMol25 dataset; level of theory: ωB97M-V with the def2-TZVPD basis set.

Calculated values
**LUMO**: 2.06 eV
**Frontier orbital gap**: 7.343 eV
**Net charge**: -1

Geometry (Å):
C 1.146 0.566 -2.332
H -0.765 -0.905 2.383
H -0.740 -0.418 -5.104
C 0.864 0.086 3.131
C -1.475 5.535 0.602
H 0.158 7.659 1.115
H 5.396 -1.663 7.161
H -3.186 2.045 2.600
C 2.301 -0.311 -2.525
H -2.199 1.974 4.047
C 0.391 2.269 -8.133
H -1.623 1.700 0.282
H -3.886 -5.693 -2.367
H -0.394 2.099 -7.396
H 1.483 0.472 -7.685
H -5.511 -4.249 -1.189
C 6.008 -3.703 6.825
H 1.598 6.701 1.428
H -1.641 -6.149 -1.422
C -4.228 -3.665 0.336
H 5.272 -2.195 5.494
H -4.116 -3.300 -1.703
H -1.775 -4.433 -1.813
C -1.260 1.087 2.315
H 0.312 4.580 1.087
C -0.318 2.326 2.232
C -1.765 0.799 0.880
N 3.195 -1.014 -2.675
H 5.751 -4.541 6.175
H 1.863 1.166 -9.252
H 0.574 -0.920 -9.536
O -1.982 -1.213 -0.255
C 1.046 0.960 -8.558
C 0.985 6.717 -0.633
H 3.405 -3.058 7.765
C 0.155 -0.064 -4.594
O -1.033 -0.268 0.275
C 0.065 -0.004 -9.237
O -0.446 3.221 3.099
H -2.363 -1.597 0.551
C -4.441 -4.104 -1.040
N 5.792 -4.497 9.300
H 7.054 -3.449 6.645
H 3.297 -3.629 6.095
H 1.410 1.565 -2.684
C 5.888 -4.148 8.213
H -2.606 -0.371 4.383
C -2.513 1.408 3.174
C -3.237 0.167 3.681
C -1.028 -0.361 -8.336
C -2.160 -5.224 -1.169
H 1.035 0.793 3.940
H -2.819 0.578 0.859
C -3.665 -5.392 -1.341
H 1.502 5.797 -0.913
H -0.919 0.690 -2.889
H 1.626 7.560 -0.899
C -0.190 5.530 1.296
H -1.904 -4.974 -0.139
H 1.126 2.935 -7.682
H -0.380 5.553 2.366
N -4.062 -3.298 1.408
H 0.964 -0.760 -4.828
C 3.621 -2.801 6.727
H -0.340 -0.951 -2.695
H -4.024 -6.191 -0.690
C 5.102 -2.502 6.527
H 0.416 0.913 -5.012
C -0.074 0.031 -3.090
H -4.147 0.483 4.202
N -0.565 -0.064 2.905
O -3.572 -0.694 2.586
O 1.288 -1.666 4.715
H 1.418 0.380 2.238
N -1.844 -0.639 -7.582
H -0.362 0.450 -10.133
H -0.051 2.784 -8.989
H -4.011 -1.494 2.888
H 0.932 0.635 -1.263
C 0.667 6.725 0.859
H 0.076 6.791 -1.231
C 1.415 -1.235 3.599
H 1.984 -1.830 2.858
H 3.017 -1.936 6.467
N -2.474 5.539 0.037
O 0.491 2.310 1.265

***

# 8
A cluster of 2 separate species, C3H9NO in total. Source: the OMol25 dataset; level of theory: ωB97M-V with the def2-TZVPD basis set.

Calculated values
**LUMO**: 0.98 eV
**Frontier orbital gap**: 10.276 eV
**Net charge**: 0
**SMILES**: C=C.NCO

Geometry (Å):
H 3.292 0.212 -1.849
C -1.561 0.280 1.322
O -0.442 0.896 1.960
H -2.169 -1.552 2.142
H -0.296 1.815 1.730
H 2.515 -0.645 -3.191
C 2.352 -0.177 -2.219
H -0.574 -1.457 1.555
H -1.446 0.445 0.243
H 0.881 0.129 -0.721
H 0.303 0.352 -2.434
C 1.122 0.080 -1.781
H -2.453 0.746 1.740
N -1.523 -1.123 1.504

***

# 9
A cluster of 2 separate species, C5H10N2O2S2 in total. Source: the OMol25 dataset; level of theory: ωB97M-V with the def2-TZVPD basis set.

Calculated values
**LUMO (spin up / spin down)**: -1.37 / -1.96 eV
**Frontier orbital gap (spin up / spin down)**: 7.701 / 5.704 eV
**Net charge**: 0

Geometry (Å):
H 0.023 -2.090 -2.160
H 0.693 1.583 -0.615
C -0.576 -0.038 -1.248
H -2.320 1.126 -0.261
C 0.269 1.216 -1.537
N 0.547 0.840 2.272
S 0.384 -1.074 0.253
C 0.563 -0.080 1.471
H -2.828 -0.057 -1.453
C -2.033 0.130 -0.723
C -0.470 -1.041 -2.353
O 0.228 0.472 4.461
H -2.130 -0.652 -0.012
H -0.409 1.928 -1.980
H 0.120 -0.671 -3.158
N 0.949 1.036 3.710
O 1.881 1.743 3.871
S 2.458 -1.993 2.691
H 1.058 0.974 -2.214
H -1.577 -1.226 -2.724
H 3.169 -2.125 1.708

***

# 10
The molecule C6H8N2O2. Source: the OMol25 dataset; level of theory: ωB97M-V with the def2-TZVPD basis set.

Calculated values
**LUMO**: 0.11 eV
**Frontier orbital gap**: 6.615 eV
**Net charge**: 0

Geometry (Å):
C 2.174 0.292 -0.451
C -1.561 1.020 -0.086
C -2.488 -0.075 0.069
H 3.066 -0.210 -0.811
H 3.111 1.179 1.213
O 1.489 -0.987 -0.224
H -3.512 0.211 0.147
H 1.346 1.609 0.975
C -2.016 -1.337 0.163
O -1.852 2.187 -0.218
H 1.258 0.166 -1.031
H 0.420 1.351 -0.427
N -0.700 -1.619 0.080
C 2.217 1.053 0.630
C 0.310 -0.680 -0.107
N -0.205 0.588 -0.190
H -2.647 -2.178 0.229
H -0.410 -2.569 0.038

***

- What is the formula in the second record?
  C8H12B2CoF5N4O4